{
  "formula": "C2H8O2",
  "method": "wB97M-V/def2-TZVPD",
  "e_above_lowest_kcal_mol": 22.9,
  "molar_mass_da": 64.08,
  "max_force_ev_per_a": 1.86,
  "smiles": "CO.CO",
  "e_tot_ev": -6297.41759,
  "orbital_gap_ev": 10.6247,
  "elements": ["C", "O", "H", "H", "H", "H", "C", "O", "H", "H", "H", "H"],
  "xyz": [[-9.281, 3.928, -5.167], [-8.333, 3.181, -4.357], [-9.417, 4.977, -4.906], [-8.965, 3.874, -6.209], [-10.289, 3.514, -5.186], [-8.412, 2.235, -4.499], [-4.257, 2.365, -3.545], [-5.383, 3.230, -3.217], [-4.445, 1.446, -4.101], [-3.679, 3.026, -4.190], [-3.747, 2.171, -2.601], [-6.147, 3.000, -3.751]]
}